Below is a cluster of 4 separate species, C6H20NO3 in total, with properties calculated with the ωB97M-V functional and the def2-TZVPD basis.

Each atom is followed by the atoms it is bonded to, with distances in Å.
Cartesian coordinates (Å):
1 C -1.795 1.988 -0.605  C2 1.533, H8 1.095, H9 1.093, H10 1.070
2 C -0.731 0.919 -0.881  C1 1.533, C3 1.516, N7 1.505, H11 1.082
3 C -0.648 -0.057 0.276  C2 1.516, C4 1.529, H12 1.091, H13 1.093
4 C -1.394 -1.377 0.082  C3 1.529, C5 1.327, C6 1.491
5 C -2.491 -1.470 -0.659  C4 1.327, H14 1.089, H15 1.083
6 C -0.925 -2.507 0.934  C4 1.491, H16 1.097, H17 1.086, H18 1.096
7 N 0.597 1.566 -1.168  C2 1.505, H19 1.012, H20 1.056, H21 1.026
8 H -1.699 2.821 -1.309  C1 1.095
9 H -1.525 2.438 0.353  C1 1.093
10 H -2.776 1.563 -0.655  C1 1.070
11 H -0.980 0.382 -1.786  C2 1.082
12 H -1.021 0.313 1.232  C3 1.091
13 H 0.364 -0.416 0.483  C3 1.093
14 H -2.920 -0.639 -1.218  C5 1.089
15 H -3.273 -2.209 -0.544  C5 1.083
16 H -0.541 -2.141 1.895  C6 1.097
17 H -1.652 -3.290 1.130  C6 1.086
18 H -0.037 -2.971 0.491  C6 1.096
19 H 0.882 1.571 -2.139  N7 1.012
20 H 1.403 1.121 -0.651  N7 1.056
21 H 0.668 2.534 -0.835  N7 1.026
22 H 3.700 0.770 -0.008  O24 0.958
23 H 2.545 0.390 1.092  O24 0.979
24 O 2.784 0.539 0.155  H22 0.958, H23 0.979
25 H 2.379 1.501 3.220  O27 0.968
26 H 2.403 -0.053 3.382  O27 0.962
27 O 2.110 0.665 2.812  H25 0.968, H26 0.962
28 H 1.239 -1.957 -2.059  O30 0.964
29 H 1.951 -0.978 -1.119  O30 0.967
30 O 1.385 -1.017 -1.901  H28 0.964, H29 0.967

Properties
Orbital gap, eV: 9.48
Multiplicity: 1
Net charge: +1
Total energy, eV: -14172.899
Energy above the lowest of the compared OMol25 structures with the same formula, charge and spin, eV: 0.764